# 1
Entry from the Open Molecules 2025 dataset: an isolated molecule of C8H10N4 (ωB97M-V/def2-TZVPD).

```
22
Properties=species:S:1:pos:R:3:forces:R:3
C 0.5208 3.2190 1.4342 -1.504 1.618 1.252
C 1.2868 1.9670 1.2278 1.917 -1.425 1.401
C 0.4841 -0.1625 0.2015 -2.015 -2.789 0.631
C 0.5071 -2.3273 1.0048 -0.941 -0.102 -0.245
C -0.2100 -2.7703 -0.0581 0.079 -4.772 3.723
C -1.3939 -2.1346 -2.0479 -1.279 3.420 -3.773
C -1.4686 -0.8673 -2.6781 1.435 -1.914 2.889
C -0.4151 -0.6711 -0.8536 2.658 4.325 -1.053
H 0.8644 3.9858 2.1876 0.270 -1.212 -0.623
H -0.4158 2.8294 1.8485 -0.377 0.660 -0.192
H 0.2986 3.8438 0.5403 0.233 -0.838 0.212
H 1.4887 1.3542 2.2237 -1.164 1.037 -1.992
H 2.3167 2.1767 0.9592 0.266 0.047 -0.611
H 0.0006 1.6287 -0.4996 1.038 -0.414 0.841
H 0.6642 -2.9658 1.8856 0.250 0.066 -0.745
H -0.6010 -3.8207 0.0911 0.372 1.337 -1.045
H -1.9363 -2.9119 -2.3971 -1.004 -2.936 -0.318
H -1.9721 -0.5706 -3.5086 -1.297 0.444 -2.374
N 0.6165 1.1680 0.2071 -0.089 0.456 -0.151
N 0.8384 -1.0454 1.1623 1.065 3.383 -0.618
N -0.6910 -1.9456 -0.9728 0.246 -0.825 1.191
N -0.7831 0.0207 -1.9581 -0.159 0.436 1.600
```
Forces are in eV/Å.

* SMILES: CCNc1nccn2ccnc12
* lowest unoccupied orbital energy: 0.96 eV
* E: -529.8203 hartree
* energy relative to the best compared isomer or geometry (same formula, charge and spin): 1.404 eV



# 2
Entry from the Open Molecules 2025 dataset: a cluster of 2 separate species, C8H10N4 in total (ωB97M-V/def2-TZVPD).

```
22
Properties=species:S:1:pos:R:3:forces:R:3
C 0.8121 -1.0401 -1.4404 -1.535 -1.623 -0.812
C 1.9082 -0.8997 -0.6095 -0.632 1.123 -0.976
C 0.0369 0.0688 -1.2556 -2.795 0.820 -0.098
C 1.7666 0.3016 -0.0394 3.730 1.077 3.798
C -1.8609 -2.2808 1.3397 -3.404 1.537 -1.198
C -0.1601 -0.8936 1.8149 -0.861 0.211 1.058
C -1.0750 2.5825 0.1009 -1.292 1.057 0.198
C 0.0958 2.0485 0.3214 1.913 -0.037 -0.118
N -0.8501 -3.0081 1.1702 2.818 -1.264 1.046
N 0.2575 -2.1380 1.5720 -3.063 0.709 -0.299
N -1.5654 -0.9857 1.6895 2.524 0.448 0.174
N 0.5756 0.8873 -0.2828 1.401 -1.007 -1.418
H 0.6605 -2.0472 -1.8962 -0.495 1.516 -0.270
H 2.6603 -1.6007 -0.6343 1.854 -0.996 0.531
H -0.9170 0.4735 -1.6012 0.247 -0.973 -0.420
H 2.5457 0.6690 0.6831 -1.370 0.181 -0.669
H -2.9381 -2.5196 1.0619 1.820 -0.158 0.483
H -1.8499 2.2461 -0.5586 0.010 -0.672 -0.297
H 1.1879 -2.4278 1.8444 -0.409 -0.518 -0.657
H -1.3654 3.4980 0.5859 0.296 0.222 0.249
H 0.8969 2.5412 0.9160 -0.972 -0.479 -0.203
H -2.1269 -0.1273 1.7587 0.212 -1.172 -0.105
```
Forces are in eV/Å.

* lowest unoccupied orbital energy: 0.85 eV
* E: -529.7316 hartree
* energy relative to the best compared isomer or geometry (same formula, charge and spin): 3.817 eV